No. 1
Formula: C20H20N4O2PtS
Source: the OMol25 dataset
Level of theory: ωB97M-V/def2-TZVPD

Highest occupied orbital energy: -6.9 eV
E: -45202.644 eV
M: 575.6 u

Last column: natural (NBO) charge in e.
Geometry (Å):
Pt  0.081  -0.034  -1.499  0.935
O  -1.881  0.003  -1.523  -0.671
C  -2.656  -1.015  -1.367  0.415
C  -4.044  -0.789  -1.512  -0.278
C  -4.972  -1.778  -1.296  -0.161
C  -4.551  -3.051  -0.901  -0.292
C  -3.211  -3.326  -0.785  -0.152
C  -2.218  -2.354  -1.044  -0.200
C  -0.863  -2.735  -1.005  0.154
N  0.159  -1.960  -1.330  -0.472
C  1.516  -2.418  -1.091  -0.241
C  2.482  -1.491  -1.840  -0.236
N  2.003  -0.126  -1.691  -0.472
C  2.804  0.897  -1.995  0.161
C  2.434  2.254  -1.991  -0.281
C  3.416  3.247  -2.236  -0.139
C  3.136  4.588  -2.145  -0.291
C  1.847  5.020  -1.819  -0.161
C  0.848  4.094  -1.628  -0.298
C  1.084  2.707  -1.717  0.486
O  0.060  1.932  -1.560  -0.690
H  -4.343  0.210  -1.792  0.222
H  -6.025  -1.579  -1.433  0.211
H  -5.282  -3.817  -0.685  0.210
H  -2.891  -4.319  -0.499  0.202
H  -0.649  -3.762  -0.718  0.186
H  1.644  -3.464  -1.400  0.202
H  1.715  -2.349  -0.010  0.217
H  2.488  -1.755  -2.909  0.202
H  3.504  -1.608  -1.455  0.202
H  3.843  0.673  -2.235  0.181
H  4.417  2.926  -2.492  0.203
H  3.913  5.313  -2.326  0.211
H  1.635  6.075  -1.733  0.212
H  -0.169  4.397  -1.418  0.223
C  -1.674  -0.952  4.422  -0.404
N  -0.443  -0.246  4.211  -0.363
C  0.309  0.407  5.156  -0.077
C  1.372  0.960  4.533  -0.089
N  1.269  0.641  3.198  -0.533
C  0.151  -0.106  2.992  0.238
S  -0.382  -0.796  1.584  -0.320
H  -1.870  -1.038  5.489  0.206
H  -1.604  -1.945  3.978  0.233
H  -2.501  -0.422  3.945  0.224
H  0.029  0.415  6.189  0.225
H  2.179  1.539  4.925  0.227
H  1.888  0.935  2.461  0.436



No. 2
Formula: C3H5NO2S
Source: the OMol25 dataset
Level of theory: ωB97M-V/def2-TZVPD

Highest occupied orbital energy: -9.2 eV
E: -19609.305 eV
M: 119.1 u
Energy relative to the best compared isomer or geometry (same formula, charge and spin): 73.9 kcal/mol

Last column: natural (NBO) charge in e.
Geometry (Å):
C  -2.722  -0.918  0.359  -0.250
C  0.093  0.829  0.065  0.567
C  0.821  -0.466  0.061  -0.387
H  -3.479  -0.162  0.523  0.195
H  -2.966  -1.869  -0.094  0.200
H  -2.102  -1.137  1.291  0.174
H  -1.532  1.600  -0.591  0.386
H  0.131  -1.332  0.105  0.214
N  -1.314  0.790  -0.033  -0.358
O  -1.785  -0.411  -0.599  -0.398
O  0.640  1.894  0.150  -0.524
S  2.447  -0.698  -0.020  0.181



No. 3
Formula: C16H29ClCsF5LiN3O7P2S
Source: the OMol25 dataset
Level of theory: ωB97M-V/def2-TZVPD

Highest occupied orbital energy: -5.5 eV
E: -92127.976 eV
M: 739.7 u

Last column: Löwdin charge in e.
Geometry (Å):
N  -0.342  3.453  -0.739  0.030
C  -1.171  2.925  -1.867  -0.328
C  -2.402  2.064  -1.414  -0.416
O  -2.466  2.170  -0.034  -0.053
C  -2.486  0.624  -1.952  -0.067
N  -1.249  0.078  -2.547  -0.063
C  -1.030  0.176  -3.802  0.006
C  0.305  -0.405  -4.171  -0.075
C  1.010  -0.187  -2.804  -0.209
C  2.302  -1.001  -2.813  -0.357
O  2.255  -2.155  -3.171  0.126
N  3.584  -0.421  -2.496  0.173
C  3.574  0.529  -1.446  -0.557
O  3.171  1.665  -1.509  0.127
F  4.059  0.049  -0.349  0.120
C  -0.156  -0.652  -1.846  -0.527
P  -0.671  -2.472  -2.060  0.728
O  -1.919  -2.805  -1.369  -0.432
P  0.137  -0.231  -0.044  0.371
S  -0.519  -1.577  1.161  0.238
H  0.272  4.125  -1.195  0.069
H  0.295  2.701  -0.503  0.041
H  -1.559  3.862  -2.389  -0.263
H  -0.479  2.444  -2.565  0.092
H  -3.321  2.578  -1.767  0.057
H  -2.779  1.335  0.339  0.094
H  -2.818  -0.044  -1.159  0.133
H  -3.256  0.579  -2.716  0.089
H  -1.754  0.674  -4.425  0.142
H  0.789  0.320  -4.828  0.136
H  0.333  -1.407  -4.560  0.108
H  1.103  0.865  -2.555  0.119
H  3.957  0.013  -3.333  0.156
H  -0.860  -2.688  -3.443  0.036
H  0.457  -3.226  -1.694  0.043
H  1.548  -0.056  0.197  -0.095
H  -0.476  1.001  0.286  -0.017
F  -4.790  1.227  -0.565  -0.415
C  -7.116  -0.529  2.127  -0.079
C  -6.166  -1.100  1.062  -0.579
C  -5.722  -2.527  1.469  -0.051
O  -5.048  -0.349  0.977  -0.065
H  -6.631  -0.474  3.101  0.074
H  -7.449  0.473  1.851  0.069
H  -8.009  -1.155  2.235  0.068
H  -6.773  -1.221  0.143  0.143
H  -5.195  -2.520  2.421  0.078
H  -5.066  -2.964  0.716  0.073
H  -6.599  -3.173  1.570  0.074
C  5.187  0.725  2.673  -0.139
C  6.491  0.084  3.102  -0.201
O  6.489  -0.260  4.505  0.022
C  5.893  -1.396  4.843  -0.411
O  5.378  -2.181  4.114  0.167
C  6.013  -1.595  6.362  -0.546
F  5.711  -0.480  7.039  0.158
F  7.269  -1.939  6.696  0.153
F  5.205  -2.558  6.791  0.171
H  4.979  1.591  3.311  0.076
H  5.255  1.054  1.638  0.055
H  4.306  0.029  2.750  -0.101
H  7.312  0.792  2.985  0.114
H  6.728  -0.795  2.502  0.123
Cs  -2.584  5.340  -2.826  1.020
Li  -5.383  2.211  -3.929  0.403
Cl  2.874  -1.208  1.921  -0.226



No. 4
Formula: C17H24N6O4PtS
Source: the OMol25 dataset
Level of theory: ωB97M-V/def2-TZVPD

Multiplicity: 5
Net charge: +2
Highest occupied orbital energy (alpha / beta): -11.7 / -14.0 eV
E: -49206.661 eV
M: 603.6 u
Energy relative to the best compared isomer or geometry (same formula, charge and spin): 39.0 kcal/mol

Last column: natural (NBO) charge in e.
Geometry (Å):
Pt  1.978  0.203  0.135  1.131
N  3.953  0.775  0.617  -0.634
N  3.683  2.156  1.105  -0.495
C  2.522  2.605  1.631  -0.061
N  2.554  3.753  2.310  -0.733
S  0.979  1.830  1.401  0.400
H  4.415  0.252  1.392  0.397
H  4.655  0.894  -0.115  0.411
H  4.547  2.650  1.346  0.409
H  3.402  4.297  2.428  0.421
H  1.673  4.172  2.596  0.428
N  1.844  1.202  -1.584  -0.802
C  2.151  0.394  -2.815  -0.269
C  2.660  -1.005  -2.575  -0.243
N  2.201  -1.340  -1.192  -0.812
H  0.807  1.468  -1.708  0.472
H  2.347  2.093  -1.612  0.413
H  2.857  0.982  -3.451  0.245
H  1.220  0.336  -3.384  0.249
H  3.774  -1.110  -2.649  0.224
H  2.230  -1.686  -3.324  0.248
H  2.645  -2.201  -0.838  0.414
H  1.194  -1.604  -1.270  0.445
O  -0.792  1.658  -1.931  -0.678
C  -1.131  0.740  -1.168  0.773
O  -0.385  -0.193  -0.694  -0.809
C  -2.627  0.691  -0.839  -0.089
C  -3.200  0.195  0.323  -0.196
C  -4.585  0.188  0.431  -0.218
C  -5.400  0.592  -0.617  -0.159
C  -4.788  1.052  -1.776  0.035
C  -3.426  1.219  -1.845  -0.177
N  -5.470  1.422  -3.039  0.527
O  -4.747  1.805  -3.957  -0.371
O  -6.671  1.317  -3.054  -0.329
H  -2.528  -0.062  1.128  0.200
H  -5.027  -0.157  1.374  0.227
H  -6.468  0.472  -0.594  0.260
H  -2.966  1.703  -2.690  0.280
C  2.078  -1.336  1.767  -0.682
C  0.832  -2.069  2.101  0.107
C  0.489  -3.313  1.524  -0.111
C  -0.810  -3.839  1.585  -0.194
C  -1.776  -3.064  2.216  0.003
C  -1.414  -1.949  2.968  -0.204
C  -0.129  -1.494  2.984  -0.146
H  2.891  -1.982  1.411  0.225
H  2.412  -0.711  2.612  0.246
H  1.229  -3.873  0.970  0.219
H  -1.030  -4.804  1.140  0.263
H  -2.824  -3.300  2.154  0.249
H  -2.180  -1.413  3.523  0.257
H  0.151  -0.608  3.550  0.236